Record 1
{
  "formula": "CH3NO3S",
  "method": "ωB97M-V/def2-TZVPD",
  "e_above_lowest_kcal_mol": 48.8,
  "spin_multiplicity": 3,
  "homo_energy_ev": [-8.122, -9.662],
  "s_squared": 2.0090,
  "elements": ["O", "O", "H", "S", "C", "H", "O", "H", "N"],
  "xyz": [[0.175, -2.408, 1.060], [0.197, -0.162, -1.011], [1.098, 1.369, 0.297], [-0.096, 1.632, 0.780], [-0.639, 0.280, -0.268], [0.362, -3.028, 0.275], [0.910, -0.579, 1.854], [-1.741, 0.024, -0.027], [1.264, -1.530, 1.214]],
  "atomic_forces_ev_per_a": [[-0.06, -2.24, -1.87], [-1.49, -0.91, -0.28], [0.82, 0.38, 0.04], [-1.33, 0.54, -0.36], [-0.06, 1.28, 0.98], [0.05, 1.52, 1.57], [0.95, 1.11, 1.44], [1.48, -0.26, -0.97], [-0.36, -1.41, -0.54]],
  "lowdin_charge": [-0.034, -0.072, -0.116, 0.794, -0.654, 0.149, -0.064, 0.109, -0.112]
}

Record 2
{
  "formula": "C44H82O14",
  "method": "ωB97M-V/def2-TZVPD",
  "e_above_lowest_kcal_mol": 0.0,
  "homo_energy_ev": -8.867,
  "elements": ["O", "H", "H", "C", "H", "H", "H", "H", "H", "H", "H", "C", "H", "C", "C", "C", "C", "H", "H", "C", "H", "H", "H", "H", "H", "O", "O", "H", "C", "C", "H", "H", "H", "O", "H", "H", "H", "H", "H", "C", "C", "O", "H", "H", "H", "H", "H", "H", "H", "C", "O", "H", "H", "H", "H", "C", "H", "C", "C", "H", "H", "C", "H", "H", "H", "H", "H", "H", "H", "C", "O", "C", "C", "H", "H", "H", "H", "C", "C", "H", "H", "C", "C", "C", "H", "H", "C", "C", "C", "C", "O", "C", "C", "H", "O", "C", "C", "H", "H", "O", "C", "H", "H", "H", "O", "H", "H", "C", "H", "O", "C", "C", "C", "O", "H", "H", "H", "H", "O", "C", "C", "H", "H", "C", "H", "H", "H", "C", "H", "C", "H", "H", "C", "H", "H", "C", "H", "H", "H", "H"],
  "xyz": [[-13.676, -6.438, 14.332], [-8.126, -11.967, 9.760], [-11.342, -8.956, 11.651], [-7.353, -12.309, 9.072], [-11.166, -10.375, 19.319], [-7.073, -8.015, 12.991], [-11.175, -11.393, 11.879], [-5.730, -9.292, 17.288], [-10.326, -9.573, 7.722], [-5.814, -5.598, 17.970], [-9.574, -8.808, 11.473], [-5.677, -5.986, 16.943], [-3.476, -8.843, 11.297], [-11.310, -5.174, 18.107], [-9.514, -10.985, 18.028], [-14.035, -7.583, 13.713], [-13.236, -11.181, 7.560], [-15.337, -5.268, 14.790], [-8.637, -9.565, 19.282], [-7.843, -12.951, 7.790], [-9.542, -8.190, 13.718], [-7.403, -10.662, 18.742], [-5.574, -14.422, 17.075], [-12.598, -5.083, 9.467], [-10.281, -7.324, 15.989], [-7.843, -12.003, 5.537], [-12.120, -13.634, 12.761], [-12.815, -6.201, 16.793], [-5.930, -8.258, 17.553], [-10.962, -7.243, 16.847], [-9.192, -11.942, 17.586], [-7.921, -7.505, 17.824], [-13.554, -11.997, 6.911], [-6.940, -6.363, 16.444], [-10.208, -11.263, 7.270], [-5.919, -11.691, 14.148], [-3.642, -10.220, 12.395], [-7.356, -13.905, 7.571], [-10.150, -6.088, 19.739], [-12.159, -10.336, 6.868], [-10.118, -9.096, 13.544], [-5.231, -9.954, 11.133], [-15.552, -7.328, 8.796], [-12.774, -11.945, 13.767], [-15.974, -7.742, 12.580], [-11.599, -8.128, 16.762], [-9.499, -10.306, 17.176], [-12.152, -5.161, 18.801], [-6.889, -14.214, 13.650], [-14.247, -13.538, 13.845], [-11.320, -10.944, 8.962], [-4.360, -7.831, 13.568], [-6.428, -11.603, 16.420], [-5.839, -8.128, 18.635], [-13.869, -6.057, 6.912], [-14.581, -5.378, 14.011], [-14.627, -13.789, 14.833], [-14.988, -7.287, 12.578], [-10.268, -10.791, 11.833], [-7.041, -13.526, 17.565], [-12.534, -15.326, 11.581], [-12.604, -5.850, 8.699], [-11.813, -5.651, 7.974], [-11.895, -7.136, 10.303], [-15.080, -15.037, 12.452], [-12.169, -12.762, 8.548], [-16.239, -5.406, 12.614], [-11.028, -4.141, 17.918], [-3.877, -7.215, 17.381], [-12.373, -7.233, 9.326], [-6.700, -11.010, 7.173], [-10.380, -9.283, 12.037], [-8.800, -11.520, 20.235], [-8.898, -13.224, 7.712], [-7.785, -8.240, 16.253], [-12.063, -10.404, 5.784], [-7.934, -12.994, 14.386], [-15.208, -5.752, 12.664], [-13.967, -6.009, 7.997], [-12.280, -13.330, 14.780], [-14.708, -5.253, 11.831], [-4.892, -7.274, 16.989], [-10.164, -6.040, 18.651], [-5.752, -12.435, 16.201], [-14.344, -8.103, 7.735], [-14.465, -7.477, 11.641], [-13.017, -14.450, 12.008], [-14.501, -7.354, 8.520], [-11.762, -5.933, 16.838], [-7.510, -11.974, 6.685], [-13.688, -7.686, 9.634], [-6.195, -8.245, 12.384], [-4.183, -9.398, 11.913], [-5.215, -9.325, 13.810], [-7.060, -14.340, 15.664], [-10.702, -11.277, 18.891], [-6.366, -13.750, 16.732], [-5.355, -11.582, 8.671], [-11.772, -7.932, 8.737], [-13.539, -8.644, 13.967], [-6.493, -9.587, 11.647], [-6.810, -10.258, 12.455], [-11.504, -11.867, 18.452], [-4.706, -7.598, 15.951], [-8.401, -10.397, 14.678], [-14.115, -10.624, 7.879], [-13.798, -15.656, 13.540], [-12.797, -13.034, 13.865], [-13.983, -4.469, 13.981], [-10.142, -11.984, 20.010], [-10.888, -10.507, 7.689], [-6.983, -13.517, 14.485], [-8.445, -10.623, 19.053], [-9.428, -11.273, 12.918], [-6.466, -10.296, 9.079], [-13.014, -11.762, 9.739], [-13.372, -13.803, 11.192], [-7.294, -9.393, 10.936], [-10.399, -7.338, 18.143], [-6.381, -11.239, 8.551], [-9.228, -10.296, 13.817], [-9.804, -11.001, 10.873], [-8.767, -11.031, 21.211], [-14.155, -14.794, 12.971], [-11.064, -9.053, 14.083], [-14.923, -12.849, 13.339], [-8.174, -12.416, 20.276], [-4.878, -8.625, 13.034], [-9.175, -5.706, 18.310], [-12.492, -11.738, 8.786], [-6.131, -7.481, 11.601], [-4.873, -13.119, 14.297], [-5.759, -12.622, 14.694], [-14.602, -5.144, 8.188], [-12.493, -9.291, 6.950], [-7.228, -7.665, 16.992], [-5.197, -5.192, 16.373], [-6.782, -13.014, 9.678], [-4.792, -12.275, 16.691], [-11.573, -5.306, 15.966]],
  "atomic_forces_ev_per_a": [[-0.17, -0.33, 0.38], [-0.18, 0.40, -0.44], [-0.01, 0.31, 0.21], [0.54, -0.52, 0.44], [0.05, 0.18, -0.43], [0.43, 0.17, 0.52], [-0.25, 0.36, 0.05], [-0.10, -0.03, -0.06], [0.01, -0.01, 0.50], [0.16, 0.01, -0.05], [-0.13, 0.12, -0.08], [0.16, 0.13, 0.93], [-0.23, 0.24, -0.12], [-0.50, -0.55, 0.10], [1.60, -1.24, -1.00], [-0.09, -0.34, -0.60], [0.23, -0.60, 0.14], [0.09, -0.19, 0.13], [0.15, -0.09, 0.33], [-0.58, -0.63, -0.35], [-0.10, 0.02, 0.30], [-0.06, -0.39, -0.21], [-0.09, -0.12, 0.06], [-0.10, 0.07, -0.02], [0.59, 0.28, 0.49], [-0.20, 0.00, -0.04], [0.34, -0.41, -0.03], [-0.11, 0.36, 0.34], [1.04, 0.75, 0.17], [-0.70, -0.33, -0.14], [-0.25, 0.00, -0.04], [-0.07, -0.16, -0.06], [-0.16, -0.03, 0.12], [0.19, -0.16, -0.51], [-0.18, 0.03, -0.18], [0.23, 0.08, 0.08], [0.19, -0.01, -0.32], [0.32, 0.20, -0.03], [-0.01, -0.11, 0.00], [-0.80, 1.66, -0.08], [0.06, 0.16, -1.33], [-0.28, -0.44, -1.13], [0.02, -0.12, 0.23], [0.17, 0.00, 0.05], [0.32, -0.76, 0.29], [-0.16, 0.14, -0.09], [-0.70, 0.34, 0.27], [0.19, 0.04, 0.21], [0.09, 0.17, -0.12], [0.03, -0.64, -0.46], [-0.06, 0.67, 0.39], [0.33, 0.10, -0.46], [0.11, 0.01, 0.17], [-0.58, -0.39, 0.06], [0.15, 0.02, 0.02], [0.12, 0.36, -0.39], [-0.06, 0.25, 0.06], [-0.51, 1.77, -0.32], [0.16, -0.43, 0.07], [-0.04, -0.22, 0.04], [0.33, 0.06, 0.15], [0.48, -0.78, -0.72], [-0.01, 0.29, 0.12], [0.25, -0.07, -0.12], [-0.03, -0.09, 0.07], [-0.06, -0.01, 0.17], [-0.11, -0.33, 0.08], [0.12, -0.02, -0.09], [-0.30, -0.05, 0.78], [-0.22, 0.80, 1.25], [0.05, 0.01, -0.03], [-0.14, -0.39, 0.05], [-0.27, -0.47, -0.04], [-0.07, 0.34, 0.28], [0.43, -0.20, -0.18], [0.19, -0.81, 0.08], [0.19, 0.37, -0.08], [0.30, 0.19, -0.10], [0.01, 0.32, -0.17], [0.02, 0.08, 0.03], [0.19, -0.01, 0.15], [0.36, -0.67, -1.69], [0.06, 0.28, -0.24], [-0.44, -0.17, 0.36], [-0.22, -0.11, 0.05], [-0.16, -0.54, 0.08], [-0.72, 1.13, 0.01], [0.35, 0.25, -0.43], [0.18, 0.27, -0.39], [0.37, -0.07, 0.06], [-0.12, -0.42, -0.17], [-0.89, -0.45, -1.30], [0.19, -0.53, 1.30], [0.52, -0.12, 0.03], [-0.19, -0.30, -0.28], [-0.34, 0.68, 1.04], [0.35, 0.74, 0.02], [0.07, 0.07, -0.36], [-0.38, -0.06, -0.28], [0.12, 0.03, 0.28], [0.37, 1.72, 1.92], [-0.20, -0.46, -0.48], [0.21, -0.24, -0.10], [-0.13, 0.31, -0.01], [0.26, -0.01, 0.44], [0.05, 0.22, -0.22], [-0.35, -0.01, 0.16], [-0.33, 0.02, 0.00], [-0.08, 0.04, -0.01], [-0.08, -0.15, -0.27], [0.13, -0.63, -0.67], [-0.05, -0.71, 0.49], [-0.50, 1.19, 0.41], [0.13, 0.42, -0.39], [0.02, 0.07, -0.10], [-0.21, 0.18, -0.07], [-0.19, -0.37, -0.17], [0.32, -0.62, -0.56], [0.37, -0.33, 0.10], [-0.30, 0.18, 0.59], [-0.36, 0.02, 0.30], [0.19, -0.24, 0.17], [0.12, 0.14, -0.08], [0.75, -0.19, -0.15], [0.17, -0.32, 0.36], [0.07, 0.25, 0.25], [0.12, 0.10, 0.02], [-1.13, 0.22, 0.53], [-0.11, 0.25, -0.05], [0.65, -0.55, -0.49], [0.30, 0.17, 0.23], [0.08, 0.03, 0.15], [-0.40, -0.10, -0.60], [-0.18, -0.18, 0.22], [0.23, -0.04, 0.26], [-0.86, 0.42, 0.93], [-0.32, -0.07, -0.37], [-0.04, -0.07, -0.09], [0.10, 0.25, -0.30], [0.12, -0.29, -0.16]],
  "lowdin_charge": [0.007, 0.095, 0.101, -0.128, 0.120, 0.103, 0.110, 0.093, 0.120, 0.123, 0.107, -0.231, 0.120, -0.140, -0.171, -0.469, -0.138, 0.125, 0.105, -0.082, 0.113, 0.097, 0.114, 0.105, 0.103, 0.114, -0.157, 0.095, -0.147, -0.198, 0.115, 0.090, 0.107, -0.143, 0.107, 0.083, 0.117, 0.132, 0.120, -0.149, -0.052, -0.143, 0.121, 0.108, 0.127, 0.119, 0.098, 0.104, 0.117, -0.155, -0.162, 0.107, 0.087, 0.112, 0.106, -0.149, 0.108, -0.049, -0.131, 0.105, 0.118, -0.141, 0.110, 0.110, 0.109, 0.120, 0.110, 0.104, 0.114, -0.188, 0.034, -0.126, -0.188, 0.118, 0.106, 0.116, 0.100, -0.137, -0.149, 0.120, 0.104, -0.174, -0.202, -0.160, 0.101, 0.097, -0.202, -0.193, -0.153, -0.505, -0.172, -0.153, -0.182, 0.105, -0.140, -0.197, -0.214, 0.127, 0.105, 0.113, -0.211, 0.102, 0.118, 0.095, 0.098, 0.098, 0.114, -0.190, 0.124, -0.150, -0.198, -0.174, -0.169, 0.027, 0.094, 0.113, 0.104, 0.109, -0.159, -0.142, -0.493, 0.090, 0.113, -0.167, 0.106, 0.109, 0.112, -0.160, 0.110, -0.179, 0.117, 0.113, -0.157, 0.104, 0.083, -0.179, 0.120, 0.116, 0.109, 0.103]
}

Record 3
{
  "formula": "C9H18O2S2",
  "method": "ωB97M-V/def2-TZVPD",
  "e_above_lowest_kcal_mol": 75.4,
  "homo_energy_ev": [-8.624, -7.589],
  "elements": ["H", "C", "C", "O", "C", "C", "H", "C", "H", "H", "H", "H", "H", "H", "C", "C", "O", "H", "H", "H", "H", "H", "H", "C", "C", "H", "H", "S", "S", "H", "H"],
  "xyz": [[1.089, 2.666, 1.435], [-2.530, -0.568, -0.314], [1.014, 0.517, 0.806], [0.805, 4.702, 0.320], [1.148, 1.703, 1.825], [0.883, -0.796, 1.685], [-3.217, -0.896, -1.172], [-1.125, -0.267, -0.786], [2.283, 1.695, 1.957], [-0.212, -1.166, 1.826], [1.829, 1.298, -1.030], [1.450, -0.537, 2.678], [-1.599, -0.235, -2.817], [-0.492, 1.122, -2.537], [-1.372, 0.638, -2.140], [2.166, 0.484, -0.228], [-2.562, 2.377, 0.107], [0.395, -1.640, -1.696], [-0.202, -2.090, -0.166], [-1.125, -2.239, -1.612], [2.341, -0.522, -0.690], [1.417, -1.595, 1.265], [-2.171, 1.279, -2.091], [-0.464, -1.608, -1.112], [-0.405, 0.655, 0.114], [3.087, 0.863, 0.108], [-3.040, 0.263, 0.107], [-0.002, 3.895, -0.608], [-1.285, 2.087, 0.692], [-2.606, -1.325, 0.510], [0.470, 1.590, 2.761]],
  "atomic_forces_ev_per_a": [[-0.77, 1.58, -0.84], [-1.82, -1.61, 0.12], [-2.63, -0.41, 0.52], [0.49, 0.42, 0.49], [2.00, -2.08, 0.99], [-0.27, 1.52, 1.93], [1.18, 0.15, 1.06], [-0.24, 1.32, -2.06], [-1.38, -0.25, 1.15], [1.97, 0.99, 0.17], [0.88, -1.95, 1.16], [-1.48, -0.81, -1.52], [-0.08, 1.24, -0.01], [0.41, 0.13, 0.16], [1.87, -4.53, -0.24], [-2.45, 1.01, -2.30], [-2.33, 0.01, -1.20], [1.78, 0.69, -1.06], [-0.16, -0.13, -0.18], [-1.52, -0.96, -0.74], [-0.42, 1.00, 0.27], [0.74, -1.19, -0.76], [-1.86, 1.46, 0.44], [0.06, 0.68, 2.13], [-0.15, 1.89, 1.70], [1.19, 0.30, 0.97], [-0.23, 0.89, 0.10], [-0.41, -0.30, -0.71], [3.56, -1.40, 0.67], [0.44, 0.20, -0.84], [1.63, 0.13, -1.57]],
  "lowdin_charge": [-0.026, -0.080, -0.548, -0.645, -0.141, -0.049, 0.122, -0.556, 0.112, 0.115, 0.118, 0.113, 0.099, 0.070, -0.004, -0.030, -0.551, 0.062, 0.075, 0.067, 0.090, 0.036, 0.036, -0.039, -0.319, 0.048, 0.036, 0.740, 0.826, 0.104, 0.119]
}

Record 4
{
  "formula": "C3H9ISi",
  "method": "ωB97M-V/def2-TZVPD",
  "e_above_lowest_kcal_mol": 47.8,
  "homo_energy_ev": -9.326,
  "elements": ["H", "C", "H", "H", "C", "H", "C", "H", "H", "H", "Si", "H", "I", "H"],
  "xyz": [[1.085, -1.619, 1.171], [-1.429, 1.179, -0.276], [-1.521, -1.522, -1.123], [-0.658, 1.723, 0.328], [1.546, 0.279, 0.174], [-2.004, -1.245, 1.130], [0.832, -1.051, 0.207], [1.161, -1.704, -0.686], [-1.426, 1.478, -1.381], [-2.397, 1.489, 0.097], [-1.190, -0.705, -0.020], [1.037, 0.823, -0.669], [3.738, 0.108, -0.036], [1.225, 0.768, 1.084]],
  "atomic_forces_ev_per_a": [[-0.48, 0.65, -1.41], [0.31, -0.07, -0.77], [-0.52, -0.57, -1.24], [-0.68, -0.28, -0.79], [-1.24, -0.20, -0.99], [0.37, 0.36, -0.24], [-0.48, -1.73, -0.13], [-0.62, 0.86, 1.39], [0.38, -0.36, 1.57], [-0.26, 0.00, 0.16], [1.99, 0.48, 1.46], [1.58, -0.04, 0.58], [-1.23, 0.29, 0.15], [0.86, 0.60, 0.28]],
  "lowdin_charge": [0.074, -0.276, -0.085, 0.024, -0.766, -0.056, -0.445, 0.068, 0.056, 0.003, 0.683, 0.037, 0.652, 0.031]
}

Repeat the fourth record exactly.
{
  "formula": "C3H9ISi",
  "method": "ωB97M-V/def2-TZVPD",
  "e_above_lowest_kcal_mol": 47.8,
  "homo_energy_ev": -9.326,
  "elements": ["H", "C", "H", "H", "C", "H", "C", "H", "H", "H", "Si", "H", "I", "H"],
  "xyz": [[1.085, -1.619, 1.171], [-1.429, 1.179, -0.276], [-1.521, -1.522, -1.123], [-0.658, 1.723, 0.328], [1.546, 0.279, 0.174], [-2.004, -1.245, 1.130], [0.832, -1.051, 0.207], [1.161, -1.704, -0.686], [-1.426, 1.478, -1.381], [-2.397, 1.489, 0.097], [-1.190, -0.705, -0.020], [1.037, 0.823, -0.669], [3.738, 0.108, -0.036], [1.225, 0.768, 1.084]],
  "atomic_forces_ev_per_a": [[-0.48, 0.65, -1.41], [0.31, -0.07, -0.77], [-0.52, -0.57, -1.24], [-0.68, -0.28, -0.79], [-1.24, -0.20, -0.99], [0.37, 0.36, -0.24], [-0.48, -1.73, -0.13], [-0.62, 0.86, 1.39], [0.38, -0.36, 1.57], [-0.26, 0.00, 0.16], [1.99, 0.48, 1.46], [1.58, -0.04, 0.58], [-1.23, 0.29, 0.15], [0.86, 0.60, 0.28]],
  "lowdin_charge": [0.074, -0.276, -0.085, 0.024, -0.766, -0.056, -0.445, 0.068, 0.056, 0.003, 0.683, 0.037, 0.652, 0.031]
}